Below is a 2-piece molecular cluster, C3H5ClS overall in a non-equilibrium geometry, with properties calculated with wB97M-V/def2-TZVPD.

Total charge: 0
Spin multiplicity: 1
Orbital gap: 0.3520 hartree
LUMO energy: 0.7 eV
Energy above the lowest of the compared OMol25 structures with the same formula, charge and spin: 227.3 kJ/mol

Each line ends with the Mulliken charge.
Geometry (Å):
H -0.885 2.288 0.872  0.3865
C -3.613 -0.312 0.089  -0.1686
Cl -4.551 1.067 0.156  -0.1273
S 0.216 0.282 -0.237  -0.2482
C -2.868 -1.287 0.099  -0.0296
H -2.402 -2.209 -0.165  0.3617
H -1.409 0.766 1.447  0.3426
C -1.084 1.294 0.549  -0.6462
H 1.436 0.554 0.327  0.1092
H -1.947 1.150 -0.101  0.0200